Record 1
Formula: C19H24BCl3GeN8O2Sc
Source: OMol25
Level of theory: ωB97M-V/def2-TZVPD

Structure (ORCA input):
```
! RIJCOSX wB97M-V def2-TZVPD def2/J DEFGRID3
* xyz 2 2
Sc 0.34 -0.40 -0.48
C -4.03 -0.93 -1.74
C -2.77 -1.53 -1.44
N -1.81 -0.61 -1.21
N -2.44 0.66 -1.42
C -3.73 0.43 -1.72
B -1.60 1.97 -1.64
N -0.95 2.42 -0.29
C -1.04 3.59 0.31
C -0.32 3.55 1.54
C 0.19 2.26 1.63
N -0.09 1.56 0.48
N -0.37 1.62 -2.58
C -0.21 2.01 -3.82
C 0.93 1.43 -4.42
C 1.40 0.59 -3.42
N 0.64 0.68 -2.29
H -4.96 -1.41 -2.00
H -2.54 -2.59 -1.38
H -4.37 1.29 -1.96
H -2.25 2.78 -2.16
H -1.61 4.36 -0.16
H -0.26 4.35 2.27
H 0.82 1.90 2.39
H -0.95 2.71 -4.24
H 1.30 1.65 -5.42
H 2.31 0.05 -3.42
C 0.94 -1.98 2.27
O -0.09 -1.36 1.48
C -1.46 -1.57 1.93
C -2.02 -0.41 2.74
O -2.83 0.36 1.86
C -3.89 1.10 2.47
H 0.82 -3.07 2.19
H 0.88 -1.62 3.32
H 1.89 -1.68 1.82
H -1.47 -2.51 2.54
H -2.00 -1.72 1.02
H -1.18 0.16 3.20
H -2.61 -0.87 3.58
H -4.51 0.48 3.16
H -4.47 1.44 1.60
H -3.52 1.96 3.05
N 5.29 2.05 2.78
C 4.90 1.35 1.95
C 4.48 0.43 0.92
C 5.41 -0.40 0.20
C 4.90 -1.39 -0.66
C 3.53 -1.60 -0.79
N 2.62 -0.75 -0.14
C 3.13 0.25 0.63
H 6.48 -0.31 0.34
H 5.59 -2.06 -1.18
H 3.14 -2.42 -1.39
H 2.44 0.90 1.22
Cl 2.42 -5.27 -0.37
Ge 0.21 -4.94 -0.12
Cl 0.30 -2.90 -1.42
Cl -0.96 -6.06 -1.62
*
```

- Electronic energy: -5569.69435 a.u.
- Gap between HOMO and LUMO (spin up / spin down): 8.096 / 4.622 eV

natural (NBO) population analysis, charges in e, atoms 1 to 8:
1 Sc 1.882
2 C -0.328
3 C 0.022
4 N -0.485
5 N -0.328
6 C 0.061
7 B 0.545
8 N -0.297

---

Record 2
Formula: C19H24BrNSiV
Source: OMol25
Level of theory: ωB97M-V/def2-TZVPD

Structure (ORCA input):
```
! RIJCOSX wB97M-V def2-TZVPD def2/J DEFGRID3
* xyz -2 4
C 1.93 -3.05 -0.28
C 2.84 -2.11 -0.86
C 3.01 -1.01 0.08
H 3.22 -2.26 -1.86
C 2.13 -1.30 1.19
C 1.46 -2.54 0.95
H 0.93 -3.17 1.67
H 1.78 -4.10 -0.59
H 3.56 -0.09 -0.11
H 1.93 -0.74 2.10
V 1.16 -1.05 -0.59
Br 1.10 -0.26 -3.17
C -2.35 -1.94 -0.85
C -1.97 -2.76 0.28
C -1.24 -3.88 -0.22
H -2.09 -2.46 1.33
C -1.10 -3.74 -1.64
C -1.80 -2.55 -2.04
H -1.83 -2.11 -3.04
H -2.85 -0.95 -0.80
H -0.74 -4.65 0.39
H -0.47 -4.37 -2.27
C -2.11 1.19 -2.47
Si -1.29 1.70 -0.88
C -0.37 3.23 -1.25
C -2.64 2.02 0.44
N -0.06 0.56 -0.05
C 0.52 1.24 1.05
C 1.73 1.95 0.81
C 2.37 2.63 1.84
C 1.80 2.57 3.14
C 0.64 1.82 3.43
C -0.01 1.16 2.38
H -2.56 2.11 -2.87
H -2.93 0.45 -2.40
H -1.39 0.84 -3.22
H -1.04 3.91 -1.78
H -0.01 3.72 -0.35
H 0.48 3.01 -1.90
H -3.23 1.11 0.70
H -2.16 2.43 1.37
H -3.34 2.79 0.04
H 2.08 1.98 -0.23
H 3.28 3.22 1.63
H 2.32 3.07 3.95
H 0.23 1.78 4.45
H -0.92 0.57 2.52
*
```

- Electronic energy: -4600.66898 a.u.
- Gap between HOMO and LUMO (spin up / spin down): 5.031 / 5.070 eV

natural (NBO) population analysis, charges in e, atoms 1 to 8:
1 C -0.342
2 C -0.438
3 C -0.452
4 H 0.234
5 C -0.407
6 C -0.345
7 H 0.235
8 H 0.233

---

Record 3
Formula: C19H24Cl2F6N5PPt
Source: OMol25
Level of theory: ωB97M-V/def2-TZVPD

Structure (ORCA input):
```
! RIJCOSX wB97M-V def2-TZVPD def2/J DEFGRID3
* xyz 1 2
Pt 0.67 0.70 0.67
Cl 1.37 1.58 5.85
C 1.16 1.98 4.17
Cl 1.69 0.56 3.15
H 1.78 2.81 3.89
H 0.12 2.15 3.95
F 2.36 2.86 0.97
P 1.13 3.89 0.74
F 1.26 4.37 2.24
F 0.91 3.20 -0.70
F 0.11 2.54 1.40
F -0.23 4.68 0.56
F 2.05 5.02 0.16
C 2.37 -0.59 -4.16
C 1.88 -1.80 -3.67
C 1.55 -1.92 -2.33
C 1.72 -0.83 -1.47
C 2.20 0.38 -1.97
C 2.53 0.50 -3.30
N 1.35 -0.93 -0.11
C 1.56 -2.09 0.61
C 0.78 -2.36 1.76
C 1.03 -3.48 2.51
C 2.04 -4.37 2.15
C 2.81 -4.11 1.02
C 2.58 -2.99 0.25
H 2.62 -0.50 -5.20
H 1.75 -2.64 -4.33
H 1.12 -2.85 -1.96
H 2.37 1.22 -1.30
H 2.92 1.44 -3.68
H 0.00 -1.67 2.03
H 0.43 -3.67 3.39
H 2.24 -5.24 2.75
H 3.62 -4.78 0.75
H 3.22 -2.77 -0.59
C -1.51 -0.72 -0.85
N -1.24 0.52 -0.03
C -1.64 1.72 -0.88
N -3.01 1.61 -1.29
C -3.21 0.39 -2.06
N -2.88 -0.80 -1.25
C -3.74 -0.81 -0.06
N -3.55 0.41 0.74
C -2.18 0.49 1.17
C -3.87 1.57 -0.10
H -1.25 -1.59 -0.24
H -0.86 -0.69 -1.72
H -0.97 1.75 -1.75
H -1.49 2.62 -0.29
H -2.57 0.41 -2.94
H -4.25 0.32 -2.38
H -3.50 -1.68 0.55
H -4.78 -0.86 -0.37
H -1.93 -0.37 1.78
H -2.02 1.41 1.74
H -3.73 2.49 0.47
H -4.91 1.50 -0.42
*
```

- Electronic energy: -2992.37381 a.u.
- Gap between HOMO and LUMO (spin up / spin down): 7.592 / 6.360 eV

natural (NBO) population analysis, charges in e, atoms 1 to 8:
1 Pt 1.025
2 Cl 0.040
3 C -0.367
4 Cl -0.040
5 H 0.256
6 H 0.230
7 F -0.582
8 P 2.626

---

Record 4
Formula: C19H24Cl2GeN3O4Pb
Source: OMol25
Level of theory: ωB97M-V/def2-TZVPD

Structure (ORCA input):
```
! RIJCOSX wB97M-V def2-TZVPD def2/J DEFGRID3
* xyz 1 1
Pb -0.63 -1.23 -2.63
N -1.56 -2.46 -0.58
N -1.94 -1.45 0.32
C -1.46 -0.13 0.15
O -1.39 0.58 1.13
O -1.10 0.19 -1.05
H -2.35 -3.07 -0.77
H -0.80 -3.02 -0.19
H -2.01 -1.72 1.29
Cl 0.89 -3.42 2.04
C 0.55 -2.17 3.21
C -0.19 -2.47 4.34
C -0.43 -1.47 5.27
C 0.07 -0.19 5.07
C 0.80 0.10 3.94
Cl 1.35 1.71 3.68
C 1.06 -0.90 2.99
N 1.74 -0.61 1.79
C 3.00 -0.17 1.71
C 3.88 -0.28 2.82
C 5.19 0.08 2.68
C 5.65 0.58 1.45
C 4.77 0.75 0.38
C 3.44 0.41 0.47
C 2.48 0.82 -0.61
C 1.70 -0.23 -1.38
O 1.41 0.05 -2.57
O 1.27 -1.27 -0.81
H -0.56 -3.48 4.49
H -1.00 -1.69 6.16
H -0.13 0.60 5.79
H 1.32 -0.88 0.87
H 3.51 -0.71 3.74
H 5.88 -0.04 3.51
H 6.69 0.86 1.34
H 5.14 1.20 -0.53
H 2.99 1.46 -1.33
H 1.69 1.44 -0.16
C -3.67 2.31 -1.99
Ge -3.17 1.31 -3.58
C -4.35 1.65 -5.10
C -1.33 1.71 -4.12
C -3.33 -0.60 -3.17
H -3.65 3.38 -2.20
H -2.98 2.10 -1.18
H -4.68 2.05 -1.68
H -4.30 2.70 -5.38
H -5.39 1.41 -4.85
H -4.05 1.05 -5.95
H -1.30 2.72 -4.52
H -0.98 1.03 -4.90
H -0.63 1.68 -3.28
H -3.53 -1.34 -3.95
H -3.60 -0.94 -2.17
*
```

- Electronic energy: -4393.57038 a.u.
- Gap between HOMO and LUMO (spin up / spin down): 5.238 / 8.150 eV

natural (NBO) population analysis, charges in e, atoms 1 to 8:
1 Pb 1.493
2 N -0.685
3 N -0.524
4 C 0.879
5 O -0.660
6 O -0.883
7 H 0.384
8 H 0.384

---

Record 5
Formula: C19H24ClNO4
Source: OMol25
Level of theory: ωB97M-V/def2-TZVPD

Structure (ORCA input):
```
! RIJCOSX wB97M-V def2-TZVPD def2/J DEFGRID3
* xyz 0 1
O -2.26 2.28 1.08
C -1.84 2.24 -0.06
C -1.05 3.39 -0.67
C 0.45 3.11 -0.80
C 1.07 2.69 0.53
C 0.98 1.20 0.74
O 0.78 0.39 -0.13
O 1.21 0.87 2.01
C 1.13 -0.52 2.32
C 1.75 -1.43 1.26
O 1.20 -2.47 0.95
C 3.06 -1.03 0.70
C 3.91 -0.12 1.33
C 5.11 0.23 0.75
C 5.48 -0.33 -0.47
Cl 6.98 0.11 -1.19
C 4.65 -1.25 -1.10
C 3.45 -1.59 -0.51
N -2.07 1.21 -0.90
C -2.84 0.04 -0.52
C -3.23 -0.73 -1.77
C -4.06 -1.96 -1.41
C -3.28 -2.86 -0.45
C -2.90 -2.09 0.81
C -2.08 -0.86 0.45
H -1.47 3.62 -1.66
H -1.20 4.26 -0.03
H 0.94 4.01 -1.17
H 0.62 2.31 -1.53
H 0.58 3.19 1.37
H 2.13 2.94 0.56
H 0.08 -0.80 2.44
H 1.66 -0.65 3.27
H 3.64 0.32 2.28
H 5.77 0.93 1.24
H 4.94 -1.68 -2.04
H 2.79 -2.30 -0.98
H -1.53 1.14 -1.75
H -3.74 0.41 -0.01
H -2.32 -1.05 -2.29
H -3.80 -0.09 -2.45
H -4.32 -2.51 -2.32
H -4.99 -1.64 -0.93
H -3.89 -3.73 -0.19
H -2.37 -3.22 -0.95
H -2.32 -2.74 1.47
H -3.81 -1.79 1.33
H -1.13 -1.16 0.00
H -1.86 -0.28 1.35
*
```

- Electronic energy: -1554.37489 a.u.
- SMILES: O=C(CCCC(=O)OCC(=O)c1ccc(Cl)cc1)NC1CCCCC1
- Gap between HOMO and LUMO: 9.453 eV

natural (NBO) population analysis, charges in e, atoms 1 to 8:
1 O -0.638
2 C 0.680
3 C -0.491
4 C -0.390
5 C -0.522
6 C 0.828
7 O -0.609
8 O -0.499

---

Relative energy (zero: lowest compared OMol25 entry of this formula, charge and spin), respectively: 0.0; 18.4; 10.6; 0.0; 0.1 kcal/mol.